# 1
Formula: C18H56BF4N4O8
Source: the OMol25 dataset
Level of theory: wB97M-V/def2-TZVPD

Results
Gap between HOMO and LUMO: 8.888 eV
Charge: -1
Molar mass: 543.47 Da
Energy: -1964.9403 hartree

Last column: Mulliken charge in e.
Atoms and positions in Å:
B 0.31 -0.13 0.46  1.5456
F 1.55 0.27 -0.10  -0.5188
F 0.53 -1.36 1.09  -0.3870
F -0.15 0.82 1.37  -0.7608
F -0.57 -0.29 -0.63  -0.4615
C -4.35 -0.98 1.13  -0.5121
C -3.77 0.12 1.98  0.6375
O -3.76 -0.21 3.36  -0.6638
H -4.59 -0.64 0.12  0.2313
H -5.28 -1.38 1.54  0.4680
H -3.65 -1.83 1.08  -0.2264
H -4.39 1.02 1.85  -0.2835
H -2.75 0.40 1.67  -0.1275
H -2.83 -0.39 3.60  0.5267
O 2.35 -2.04 2.97  -0.6517
H 1.65 -1.96 2.29  0.3080
H 2.08 -2.77 3.52  0.2793
O 1.35 0.52 -2.82  -0.6885
H 1.38 0.53 -1.85  0.1916
H 2.00 1.17 -3.09  0.2893
O -1.00 -0.63 3.72  -0.7935
H -1.00 0.08 4.38  0.2787
H -0.61 -0.22 2.93  0.4114
C 5.98 -1.74 -0.53  -1.6398
C 4.60 -1.13 -0.74  0.4768
C 3.59 -2.08 -1.38  -0.2849
O 3.98 -2.70 -2.59  -0.4726
C 4.24 -1.80 -3.64  -0.5954
N 4.13 -0.64 0.55  -0.4788
H 6.61 -1.18 0.16  0.4104
H 6.51 -1.83 -1.49  0.3302
H 6.02 -2.76 -0.13  0.3584
H 4.76 -0.30 -1.45  0.3267
H 2.68 -1.49 -1.51  0.0592
H 3.34 -2.84 -0.64  0.3615
H 3.41 -1.09 -3.75  0.1952
H 4.29 -2.42 -4.53  0.2771
H 5.20 -1.29 -3.53  0.2548
H 4.17 -1.44 1.18  0.2998
H 3.15 -0.36 0.52  -0.0528
C -2.38 3.32 -0.48  -1.5681
C -3.40 2.33 -1.05  2.3083
C -4.45 3.04 -1.90  -0.9464
O -5.29 3.91 -1.17  -0.3524
C -6.17 3.29 -0.29  -0.3253
N -2.69 1.33 -1.84  -0.6902
H -1.71 2.80 0.21  0.1407
H -2.87 4.12 0.07  0.4537
H -1.75 3.75 -1.26  0.3933
H -3.88 1.84 -0.19  -1.0217
H -5.08 2.30 -2.40  0.3884
H -3.94 3.60 -2.69  0.3410
H -5.66 2.69 0.47  -0.0135
H -6.91 2.69 -0.85  0.2858
H -6.76 4.03 0.25  0.2662
H -3.31 0.57 -2.12  0.3109
H -1.98 0.86 -1.28  0.0558
C -2.59 -2.88 -1.77  -1.6080
C -1.52 -3.56 -0.95  1.9177
C -1.79 -5.05 -0.82  -0.6621
O -2.69 -5.43 0.19  -0.3585
C -2.24 -5.26 1.51  -0.4655
N -0.19 -3.30 -1.54  -0.8074
H -2.60 -3.19 -2.82  0.4290
H -2.46 -1.79 -1.80  -0.0174
H -3.58 -3.07 -1.36  0.3957
H -1.56 -3.07 0.03  -0.4816
H -0.84 -5.60 -0.68  0.3689
H -2.18 -5.46 -1.76  0.2963
H -3.10 -5.42 2.16  0.2162
H -1.90 -4.23 1.67  0.1288
H -1.48 -6.00 1.77  0.3061
H 0.51 -3.66 -0.88  0.3105
H -0.05 -2.31 -1.35  -0.0127
C 1.65 4.61 -0.36  -1.3377
C 2.73 4.41 0.72  0.3992
C 2.69 3.00 1.25  0.2767
O 3.66 2.81 2.25  -0.4483
C 3.38 1.66 3.05  -0.4865
N 4.06 4.77 0.17  -0.7296
H 0.64 4.58 0.06  0.3233
H 1.73 3.84 -1.14  0.2189
H 1.76 5.54 -0.92  0.4390
H 2.46 5.07 1.55  0.4043
H 2.81 2.22 0.49  -0.1577
H 1.66 2.87 1.62  0.0481
H 4.32 1.34 3.49  0.2567
H 2.94 0.85 2.47  0.0739
H 2.69 1.99 3.83  0.2787
H 4.07 4.45 -0.79  0.2788
H 4.07 5.79 0.10  0.2615

***

# 2
Formula: C6H34N2O10
Source: the OMol25 dataset
Level of theory: wB97M-V/def2-TZVPD

Results
Gap between HOMO and LUMO: 9.071 eV
SMILES string: [H]/N=C/NCCCCC.O.O.O.O.O.O.O.O.O.O
Molar mass: 294.34 Da
Energy: -1110.7835 hartree

Last column: Mulliken charge in e.
Atoms and positions in Å:
H 0.83 -0.16 4.19  0.2312
N 0.25 0.39 3.55  -0.8572
C 0.82 0.64 2.37  0.1672
N 0.14 1.66 1.78  -0.0500
C 0.03 1.57 0.29  -0.6602
C -1.37 1.91 -0.28  -0.4360
C -1.47 3.32 -0.82  -1.2294
C -0.13 3.47 -1.59  -0.3777
C -0.20 2.57 -2.92  -1.3297
H 1.71 0.03 2.01  0.2862
H -0.70 2.01 2.31  0.3947
H 0.45 0.55 0.07  0.2660
H 0.80 2.23 -0.06  0.5510
H -2.25 1.77 0.50  0.3358
H -1.73 1.24 -1.13  0.0431
H -2.39 3.42 -1.50  0.3725
H -1.72 4.16 -0.27  0.4305
H -0.17 4.52 -1.81  0.4513
H 0.70 3.22 -1.07  0.4829
H -1.26 2.43 -3.10  0.3381
H 0.26 1.72 -3.14  0.4487
H 0.13 3.32 -3.72  0.3283
O -0.41 -1.53 0.27  -0.6878
H -1.17 -1.31 -0.22  0.3890
H -0.75 -1.70 1.11  0.2085
O -0.22 -2.47 2.85  -0.5424
H -0.45 -3.36 2.79  0.2271
H -0.93 -2.03 3.43  0.2462
O 4.06 -0.73 1.48  -0.6703
H 3.68 -0.30 0.74  0.3610
H 3.68 -1.50 1.76  0.3719
O 1.69 -2.56 -1.03  -0.6435
H 2.50 -2.17 -0.83  0.2873
H 1.09 -2.16 -0.37  0.4592
O -2.16 -1.90 -2.94  -0.5936
H -1.24 -1.98 -3.25  0.3573
H -2.69 -1.57 -3.70  0.3307
O 3.00 0.55 -0.54  -0.7110
H 2.18 0.98 -0.26  0.4478
H 3.60 1.25 -0.73  0.2568
O -2.50 -0.65 3.22  -0.6764
H -1.77 0.03 3.21  0.3353
H -3.36 -0.38 3.52  0.2510
O -2.77 -1.07 -0.74  -0.7210
H -2.68 -1.60 -1.65  0.3784
H -3.15 -1.71 -0.20  0.2561
O 2.28 -2.50 2.28  -0.7300
H 2.74 -3.20 1.88  0.3419
H 1.27 -2.41 2.10  0.3303
O 0.31 -2.73 -3.67  -0.7522
H 0.96 -2.04 -3.39  0.3516
H 0.49 -3.21 -2.80  0.3537

***

# 3
Formula: C54H84Cl4F32O12
Source: the OMol25 dataset
Level of theory: wB97M-V/def2-TZVPD

Results
Gap between HOMO and LUMO: 9.506 eV
Molar mass: 1675.00 Da
Energy: -8047.1380 hartree

Last column: Mulliken charge in e.
Atoms and positions in Å:
C -1.98 0.57 -0.35  -0.3210
C -3.13 -0.18 0.29  0.2342
C -2.98 -1.69 0.29  -0.1932
F -4.10 -2.28 0.82  -0.0866
F -2.79 -2.17 -0.96  -0.0441
F -3.34 0.28 1.55  -0.1202
F -4.24 0.16 -0.45  -0.3553
O -0.75 0.33 0.36  -0.2929
C 0.33 0.83 -0.29  0.8224
C 1.51 1.03 0.68  0.4727
F 2.56 1.66 0.09  0.1998
F 1.24 1.69 1.82  0.4613
F 0.71 -0.05 -1.24  -0.1575
F 0.04 2.01 -0.88  -0.3784
H -2.22 1.63 -0.39  0.0491
H -1.88 0.17 -1.36  0.1732
H -2.16 -2.01 0.95  -0.3697
H 1.95 0.06 0.96  -1.1159
C 3.66 4.09 -3.60  -1.0919
C 4.72 3.03 -3.87  0.9080
C 5.83 3.08 -2.80  1.4699
F 6.78 2.10 -2.93  -0.3483
F 6.46 4.27 -2.78  -0.3212
F 4.10 1.82 -3.75  -0.0990
F 5.18 3.18 -5.12  -0.3915
O 3.10 4.02 -2.30  -0.1152
C 2.41 5.18 -1.97  0.5828
C 1.86 4.96 -0.55  1.3207
F 2.79 4.59 0.36  -0.1290
F 1.16 6.02 -0.09  -0.3393
F 3.21 6.24 -2.06  -0.2802
F 1.35 5.28 -2.79  -0.2742
H 2.88 3.87 -4.34  0.1540
H 4.09 5.07 -3.81  0.5835
H 5.33 2.87 -1.84  -0.7771
H 1.16 4.12 -0.62  -0.7925
C 0.13 -7.20 -5.21  -0.8608
C 1.19 -8.09 -5.90  0.9843
C 2.12 -7.24 -6.73  0.1992
F 2.91 -8.01 -7.53  -0.2800
F 1.48 -6.34 -7.52  -0.2523
F 1.90 -8.80 -4.99  -0.2906
F 0.53 -9.00 -6.67  -0.3145
O 0.74 -6.17 -4.48  -0.3943
C -0.09 -5.36 -3.76  0.8049
C 0.77 -4.42 -2.91  0.2542
F 0.01 -3.56 -2.21  -0.0848
F 1.56 -5.08 -2.03  -0.2836
F -0.91 -4.65 -4.57  -0.3211
F -0.91 -6.10 -2.98  -0.2889
H -0.46 -7.89 -4.60  0.3597
H -0.54 -6.86 -6.01  0.3553
H 2.82 -6.67 -6.12  0.2236
H 1.44 -3.86 -3.58  0.1628
C -0.95 1.35 4.16  0.6064
C -1.51 2.39 5.13  0.8356
C -3.04 2.50 4.99  0.1359
F -3.54 3.50 5.76  -0.3150
F -3.39 2.77 3.70  -0.1792
F -1.22 2.05 6.40  -0.3759
F -0.92 3.56 4.81  -0.3063
O -1.71 0.16 4.30  -0.3554
C -0.99 -1.01 4.32  0.8001
C -2.02 -2.12 4.52  -0.2661
F -3.09 -1.96 3.67  -0.0951
F -1.56 -3.38 4.40  -0.2797
F -0.30 -1.14 3.18  0.1091
F -0.12 -0.99 5.34  -0.2921
H 0.13 1.24 4.26  -0.3731
H -1.13 1.77 3.16  -0.2166
H -3.54 1.56 5.23  0.1999
H -2.54 -2.03 5.49  0.2161
C -6.86 -2.16 -2.91  -0.8385
C -5.92 -3.13 -3.65  -0.6170
C -4.76 -3.40 -2.68  -0.1665
O -5.44 -3.33 -1.42  -0.2547
C -6.36 -2.27 -1.46  0.6682
H -7.90 -2.45 -3.07  0.2806
H -6.77 -1.15 -3.30  0.3543
H -5.63 -2.76 -4.63  0.3472
H -6.49 -4.03 -3.90  0.3116
H -3.94 -2.71 -2.84  0.0926
H -4.41 -4.43 -2.71  0.0981
H -5.83 -1.35 -1.16  -0.5977
H -7.24 -2.26 -0.81  0.2888
C -3.56 3.21 -1.14  0.9023
C -4.50 2.48 -0.23  0.1260
C -5.81 3.18 -0.57  -0.7766
O -5.69 3.49 -1.97  -0.4967
C -4.39 3.17 -2.43  -0.5281
H -2.58 2.75 -1.29  -0.6917
H -3.34 4.24 -0.88  0.4719
H -4.28 2.59 0.84  0.1507
H -4.54 1.42 -0.51  0.2469
H -5.87 4.13 -0.02  0.3437
H -6.64 2.51 -0.33  0.3395
H -4.06 3.93 -3.13  0.3267
H -4.36 2.17 -2.88  0.3177
C 5.90 3.79 0.81  0.3326
C 5.33 2.92 1.90  1.1664
C 6.58 2.24 2.47  -0.2361
O 7.70 2.95 1.94  -0.5385
C 7.23 4.21 1.44  -0.9170
H 5.31 4.64 0.46  0.3417
H 6.11 3.23 -0.11  -0.4282
H 4.65 2.19 1.45  -0.9725
H 4.80 3.47 2.68  -0.1047
H 6.68 1.20 2.15  0.2663
H 6.57 2.27 3.56  0.2469
H 7.93 4.47 0.63  0.4235
H 7.36 5.02 2.16  0.2943
C -1.63 2.50 -4.61  -0.6316
C -0.85 2.37 -3.30  1.1278
C 0.52 1.99 -3.86  0.2529
O 0.66 2.95 -4.90  -0.3486
C -0.60 3.28 -5.48  -0.7042
H -2.56 3.05 -4.49  0.0833
H -1.77 1.55 -5.12  0.4182
H -1.22 1.55 -2.69  -0.6566
H -0.84 3.30 -2.74  0.1655
H 0.56 0.94 -4.17  0.1996
H 1.34 2.15 -3.16  -0.4924
H -0.66 2.96 -6.52  0.2995
H -0.78 4.35 -5.42  0.3419
C 5.15 -0.33 -0.62  0.7182
C 4.19 -0.34 -1.81  1.7339
C 4.80 -1.39 -2.75  -0.4281
O 5.74 -2.11 -1.93  -0.5417
C 5.62 -1.74 -0.56  -0.3660
H 4.58 0.02 0.25  -0.6886
H 5.94 0.40 -0.83  0.1242
H 4.08 0.69 -2.15  -0.9509
H 3.22 -0.70 -1.48  -0.5082
H 5.37 -0.93 -3.56  0.2825
H 4.05 -2.04 -3.19  0.1567
H 6.52 -1.90 0.04  0.4480
H 4.84 -2.36 -0.09  0.0564
C 1.72 4.12 4.90  0.3436
C 1.62 4.32 3.40  1.4612
C 1.58 5.83 3.16  -0.3550
O 2.34 6.33 4.26  -0.4928
C 1.99 5.54 5.41  -0.7192
H 2.48 3.39 5.17  0.0816
H 0.73 3.83 5.27  -0.3166
H 0.77 3.82 2.93  -0.0637
H 2.49 3.95 2.87  -1.0716
H 0.59 6.30 3.15  0.3393
H 2.06 6.12 2.23  0.0814
H 1.14 6.04 5.89  0.3321
H 2.76 5.56 6.18  0.3583
C 2.86 -1.01 3.92  0.5318
C 3.01 0.45 4.37  0.8897
C 4.38 0.46 5.03  -0.6620
O 5.15 -0.43 4.22  -0.4836
C 4.32 -1.38 3.57  -0.0827
H 2.22 -1.18 3.06  -0.7608
H 2.58 -1.62 4.78  0.3756
H 2.21 0.65 5.09  0.1744
H 2.92 1.19 3.58  -0.6847
H 4.36 0.07 6.05  0.3394
H 4.80 1.46 5.07  0.2376
H 4.60 -2.37 3.95  0.3116
H 4.50 -1.28 2.50  -0.1490
C -7.46 -2.59 2.42  -0.5081
C -6.41 -3.52 1.81  1.3289
C -6.45 -4.76 2.72  -0.5334
O -7.57 -4.58 3.61  -0.5000
C -8.40 -3.54 3.12  -0.5749
H -7.93 -1.87 1.75  0.3495
H -6.93 -1.90 3.09  0.2158
H -5.44 -3.02 1.77  -0.5556
H -6.67 -3.83 0.80  -0.0171
H -5.54 -4.94 3.29  0.3365
H -6.69 -5.62 2.10  0.2880
H -8.95 -3.10 3.95  0.3796
H -9.16 -4.04 2.50  0.2491
C -3.21 -5.74 -0.09  0.6881
Cl -2.05 -6.17 1.20  -0.1688
Cl -3.39 -7.04 -1.28  -0.1724
H -4.12 -5.43 0.40  -0.0102
H -2.75 -4.92 -0.64  -0.3560
C 2.00 -4.33 1.55  -0.5929
Cl 2.11 -2.68 0.85  0.0363
Cl 0.92 -4.33 2.95  -0.1086
H 1.66 -5.02 0.78  0.3093
H 2.97 -4.59 1.94  0.3766

***

# 4
Formula: HNO3S
Source: the OMol25 dataset
Level of theory: wB97M-V/def2-TZVPD

Results
Gap between HOMO and LUMO (spin up / spin down): 9.056 / 9.057 eV
Molar mass: 95.08 Da
Energy: -679.1436 hartree

Last column: Mulliken charge in e.
Atoms and positions in Å:
N -1.39 -0.67 -0.15  0.0400
O 1.64 -0.24 -0.86  -0.4033
O 0.27 1.44 0.42  -0.4763
O -0.38 -1.25 0.24  -0.2030
S 1.27 0.40 0.40  0.7502
H -1.42 0.32 -0.06  0.2925

***

# 5
Formula: C15H14AlIN2O10S2
Source: the OMol25 dataset
Level of theory: wB97M-V/def2-TZVPD

Results
Gap between HOMO and LUMO: 7.475 eV
Charge: -2
Molar mass: 600.30 Da
Energy: -2778.8342 hartree

Last column: Mulliken charge in e.
Atoms and positions in Å:
Al -1.55 0.83 -0.96  1.2333
O -0.17 1.40 2.72  -0.7456
C -0.37 1.11 1.56  0.2233
O -1.50 1.05 0.94  -0.3748
C 0.79 0.74 0.65  0.7531
C 2.10 0.43 0.99  -0.9207
C 2.95 0.04 -0.04  -0.0615
C 2.50 -0.05 -1.35  -0.8929
C 1.17 0.26 -1.60  0.3849
N 0.40 0.65 -0.61  0.4343
C 0.37 0.10 -2.89  0.3604
O 0.95 -0.20 -3.93  -0.7623
O -0.89 0.25 -2.70  -0.4323
H 2.41 0.46 2.02  0.5740
H 3.97 -0.24 0.20  0.4166
H 3.13 -0.39 -2.16  0.5300
C -0.90 5.16 -1.43  -0.9903
S -2.10 3.89 -1.67  1.2124
O -2.47 3.92 -3.07  -0.7061
O -3.16 4.11 -0.71  -0.7067
O -1.29 2.67 -1.34  -0.6132
H -1.36 6.11 -1.70  0.3882
H -0.04 4.96 -2.07  0.2778
H -0.61 5.16 -0.38  0.2775
I -4.65 -1.04 -1.52  -0.1743
C -3.53 0.79 -1.25  -1.5339
H -4.05 1.28 -0.43  0.5408
H -3.77 1.34 -2.16  0.3659
N -1.36 -1.49 -0.55  -0.0720
C -0.47 -2.05 0.41  0.0561
C 0.70 -2.66 -0.04  -0.3806
C 1.65 -3.11 0.86  -0.8524
C 1.45 -2.96 2.22  0.0394
C 0.29 -2.36 2.67  -0.6563
C -0.67 -1.90 1.78  -0.3420
S 2.68 -3.59 3.37  1.3268
O 2.40 -2.92 4.63  -0.7298
O 3.96 -3.23 2.76  -0.7186
O 2.45 -5.03 3.40  -0.7160
H -1.11 -1.83 -1.48  0.2188
H -2.34 -1.73 -0.40  0.2945
H 0.86 -2.76 -1.11  0.2873
H 2.57 -3.56 0.50  0.4062
H 0.15 -2.23 3.74  0.4505
H -1.55 -1.38 2.13  0.3304

***

# 6
Formula: C4H7ClS
Source: the OMol25 dataset
Level of theory: wB97M-V/def2-TZVPD

Results
Gap between HOMO and LUMO: 8.829 eV
Molar mass: 122.62 Da
Energy: -1014.8363 hartree

Last column: Mulliken charge in e.
Atoms and positions in Å:
C -2.90 1.25 -0.07  -0.6990
C -0.43 -0.31 -0.09  -0.0690
C 0.55 -1.21 -0.14  -0.2316
C 1.94 -0.86 -0.02  -0.4311
H -3.97 1.02 -0.75  0.2917
H -2.87 1.63 1.04  0.2622
H -2.00 1.85 -0.85  0.2205
H 0.19 0.72 -0.37  0.0390
H 0.31 -2.30 -0.36  0.2891
H 2.38 -1.39 -0.74  0.3579
H 1.93 -1.36 1.06  0.2457
S -2.20 -0.48 0.13  -0.0784
Cl 2.60 0.84 0.05  -0.1970

***

# 7
Formula: C50H39MoN6O6
Source: the OMol25 dataset
Level of theory: wB97M-V/def2-TZVPD

Results
Gap between HOMO and LUMO (spin up / spin down): 7.093 / 7.620 eV
Charge: +1
Molar mass: 915.84 Da
Multiplicity: 3
<S²>: 2.01
Energy: -2776.8501 hartree

Last column: Mulliken charge in e.
Atoms and positions in Å:
Mo -0.03 0.42 -0.46  -0.9759
O 1.49 1.21 0.23  0.9378
C 2.00 2.07 1.26  1.6126
C 0.80 2.90 1.72  -1.7856
C -0.29 2.05 2.32  0.1315
C -0.61 2.19 3.66  -1.1005
C -1.64 1.44 4.20  -1.2035
C -2.32 0.57 3.38  -0.4483
C -1.94 0.45 2.06  -0.4287
C -2.61 -0.58 1.19  -1.8968
C -1.66 -1.77 0.92  1.7211
O -0.50 -1.21 0.32  0.4699
C -1.28 -2.47 2.22  0.0926
C -0.12 -2.13 2.91  0.3738
C 0.17 -2.71 4.14  -0.6649
C -0.70 -3.63 4.70  -0.7107
C -1.87 -3.97 4.02  -0.9301
C -2.15 -3.40 2.79  -0.4936
C -2.23 -2.76 -0.08  0.0370
C -3.54 -2.72 -0.53  0.5609
C -4.01 -3.67 -1.44  -1.0844
C -3.16 -4.66 -1.91  -0.6431
C -1.84 -4.70 -1.47  -0.8352
C -1.38 -3.76 -0.56  -0.3086
N -0.94 1.18 1.53  1.8851
C 3.08 2.93 0.61  -0.1615
C 4.44 2.70 0.83  -0.4545
C 5.40 3.44 0.17  -0.9402
C 5.03 4.43 -0.73  -0.6417
C 3.68 4.67 -0.96  -1.0680
C 2.72 3.93 -0.30  -0.1599
C 2.56 1.23 2.39  -0.5596
C 2.91 1.86 3.59  0.1411
C 3.45 1.14 4.64  -1.0393
C 3.67 -0.23 4.51  -0.6262
C 3.33 -0.86 3.32  -0.7711
C 2.78 -0.13 2.27  0.3507
H 1.10 3.66 2.45  0.6490
H 0.40 3.42 0.85  0.5322
H -0.05 2.89 4.27  0.5912
H -1.90 1.54 5.25  0.4425
H -3.14 -0.04 3.76  0.5541
H -3.51 -0.93 1.68  1.0569
H -2.88 -0.12 0.24  0.0454
H 0.56 -1.40 2.48  -0.2402
H 1.08 -2.43 4.66  0.5029
H -0.48 -4.08 5.65  0.4263
H -2.55 -4.70 4.44  0.4291
H -3.05 -3.69 2.26  0.4374
H -4.22 -1.96 -0.17  0.4665
H -5.04 -3.63 -1.77  0.4573
H -3.53 -5.40 -2.61  0.4618
H -1.17 -5.48 -1.83  0.5120
H -0.36 -3.80 -0.21  0.4297
H 4.75 1.93 1.53  0.4641
H 6.45 3.25 0.36  0.4305
H 5.79 5.01 -1.25  0.4072
H 3.38 5.44 -1.66  0.4438
H 1.68 4.13 -0.51  0.3089
H 2.78 2.93 3.69  0.4540
H 3.72 1.65 5.55  0.4554
H 4.10 -0.79 5.33  0.4348
H 3.49 -1.93 3.21  0.5206
H 2.52 -0.64 1.35  0.3260
O 2.07 -4.87 -4.69  -0.6082
N 1.00 -4.44 -5.07  1.0672
O 0.33 -4.91 -5.95  -0.6162
C 0.41 -3.29 -4.30  -0.5163
C -0.88 -3.06 -4.50  -0.6335
C -1.56 -2.01 -3.78  1.4643
C -2.90 -1.67 -4.02  -0.6812
C -3.45 -0.62 -3.32  -1.7013
C -2.67 0.02 -2.35  -0.0092
N -1.43 -0.32 -2.08  1.0622
C -0.86 -1.30 -2.82  -0.9609
C 0.56 -1.52 -2.66  -0.3712
N 1.19 -0.67 -1.81  0.7582
C 2.51 -0.69 -1.74  -0.4252
C 3.26 -1.62 -2.47  -1.5235
C 2.64 -2.52 -3.28  -0.7333
C 1.23 -2.49 -3.41  0.9133
H -1.42 -3.67 -5.21  0.6312
H -3.48 -2.22 -4.75  0.4877
H -4.47 -0.31 -3.48  0.4898
H -3.09 0.81 -1.73  0.5838
H 2.96 0.05 -1.10  0.6274
H 4.34 -1.61 -2.38  0.5222
H 3.21 -3.25 -3.82  0.6347
C -3.25 4.94 -1.21  -1.0666
N -2.06 4.19 -1.59  0.2019
C -1.15 4.73 -2.47  -0.0822
C -0.07 4.06 -2.89  -1.2092
C 0.16 2.73 -2.36  -0.1107
O 1.09 2.02 -2.73  -0.5610
N -0.72 2.26 -1.38  1.7866
C -1.87 2.92 -1.04  -0.0930
O -2.73 2.45 -0.31  -0.6965
H -3.54 5.59 -2.04  0.4009
H -3.07 5.55 -0.33  0.2988
H -4.06 4.25 -1.00  0.3300
H -1.39 5.72 -2.82  0.3985
H 0.62 4.47 -3.60  0.5588